Version P
This record from the Open Molecules 2025 dataset describes a structure of composition C41H40N12O2Sr. The level of theory is wB97M-V/def2-TZVPD.

* HOMO-LUMO gap: 4.8 eV
* E_LUMO: -6.004 eV
* HOMO level: -0.3979 hartree
* net charge: +2

The geometry in XYZ format:
```
96
C41H40N12O2Sr, DFT wB97M-V/def2-TZVPD
Sr 0.20 -0.27 -0.17
C 3.32 2.68 1.66
C 2.70 1.62 1.13
N 1.52 1.88 0.34
C 0.77 2.91 1.04
C 1.56 4.06 1.37
N 2.84 3.98 1.57
C -0.43 2.56 1.67
C -1.18 3.52 2.43
C -2.34 3.17 3.05
C -2.78 1.82 2.97
C -2.02 0.94 2.25
N -0.91 1.29 1.56
C -2.36 -0.51 2.21
C -3.47 -1.05 2.89
N -3.72 -2.34 2.95
C -2.86 -3.16 2.34
C -1.78 -2.65 1.64
N -1.54 -1.34 1.55
C -3.13 4.16 3.82
C -4.52 4.15 3.77
C -5.22 5.10 4.50
N -4.64 6.01 5.27
C -3.31 6.01 5.32
C -2.52 5.11 4.62
H 4.23 2.55 2.24
H 3.07 0.60 1.20
H 1.11 5.04 1.49
H -0.82 4.54 2.51
H -3.65 1.52 3.52
H -4.17 -0.40 3.40
H -3.03 -4.22 2.42
H -1.07 -3.32 1.16
H -5.06 3.44 3.15
H -6.31 5.12 4.47
H -2.85 6.76 5.95
H -1.44 5.15 4.72
C -1.69 0.87 -3.14
N -1.52 1.26 -1.74
C -2.85 1.55 -1.18
C -0.72 2.52 -1.66
C 0.74 2.31 -2.01
C 1.08 2.43 -3.36
C 2.37 2.24 -3.83
C 3.37 1.96 -2.91
C 3.07 1.88 -1.56
C 1.77 2.06 -1.08
H -2.09 1.68 -3.74
H -2.40 0.04 -3.20
H -0.74 0.56 -3.57
H -3.38 2.30 -1.77
H -2.76 1.90 -0.15
H -3.46 0.64 -1.17
H -0.82 2.91 -0.66
H -1.14 3.25 -2.35
H 0.30 2.70 -4.06
H 2.60 2.35 -4.88
H 4.40 1.84 -3.23
H 3.87 1.71 -0.85
O 6.62 -5.43 -0.54
N 5.65 -5.13 -1.19
O 5.39 -5.54 -2.31
C 4.66 -4.22 -0.57
C 4.52 -4.31 0.76
C 3.52 -3.53 1.43
C 3.37 -3.56 2.83
C 2.41 -2.79 3.42
C 1.60 -2.00 2.60
N 1.71 -1.95 1.29
C 2.67 -2.70 0.69
C 2.87 -2.58 -0.75
N 2.09 -1.71 -1.43
C 2.34 -1.49 -2.70
C 3.35 -2.14 -3.40
C 4.11 -3.07 -2.75
C 3.88 -3.32 -1.38
H 5.16 -4.97 1.33
H 4.03 -4.19 3.42
H 2.28 -2.77 4.49
H 0.83 -1.38 3.04
H 1.73 -0.73 -3.20
H 3.54 -1.90 -4.44
H 4.90 -3.60 -3.27
N -2.40 -4.17 -4.74
C -2.66 -3.47 -3.43
C -1.39 -2.79 -2.91
N -1.59 -2.12 -1.63
H -3.25 -4.63 -5.09
H -1.68 -4.90 -4.65
H -2.08 -3.52 -5.46
H -3.02 -4.23 -2.74
H -3.45 -2.75 -3.61
H -1.03 -2.06 -3.64
H -0.59 -3.53 -2.78
H -1.88 -2.78 -0.91
H -2.31 -1.41 -1.68
```

***

Version Q
This record from the Open Molecules 2025 dataset describes a structure of composition C41H40N12O2Sr. The level of theory is wB97M-V/def2-TZVPD.

* HOMO-LUMO gap: 6.0 eV
* E_LUMO: -5.630 eV
* HOMO level: -0.4281 hartree
* net charge: +2

The geometry in XYZ format:
```
96
C41H40N12O2Sr, DFT wB97M-V/def2-TZVPD
Sr -0.79 -1.19 0.85
C -4.59 1.04 -1.20
C -3.90 0.34 -0.21
N -2.70 0.73 0.19
C -2.22 1.87 -0.31
C -2.88 2.52 -1.35
N -4.05 2.09 -1.82
C -0.96 2.39 0.31
C -0.65 3.73 0.25
C 0.51 4.20 0.87
C 1.30 3.25 1.51
C 0.93 1.92 1.50
N -0.19 1.48 0.92
C 1.79 0.89 2.15
C 3.17 1.06 2.24
N 3.96 0.17 2.83
C 3.36 -0.88 3.37
C 1.99 -1.07 3.27
N 1.20 -0.21 2.63
C 0.87 5.64 0.87
C 0.45 6.49 -0.15
C 0.82 7.83 -0.12
N 1.56 8.36 0.85
C 1.95 7.55 1.83
C 1.64 6.20 1.88
H -5.58 0.73 -1.51
H -4.29 -0.56 0.26
H -2.46 3.40 -1.83
H -1.34 4.42 -0.21
H 2.21 3.55 2.01
H 3.66 1.93 1.80
H 3.98 -1.60 3.89
H 1.52 -1.95 3.70
H -0.14 6.14 -0.99
H 0.50 8.50 -0.90
H 2.55 8.00 2.61
H 1.98 5.62 2.73
C -0.74 -4.72 -0.68
N -1.36 -3.99 0.42
C -1.22 -4.80 1.65
C -2.81 -3.87 0.13
C -3.59 -3.15 1.21
C -4.85 -3.64 1.56
C -5.60 -2.99 2.53
C -5.09 -1.85 3.13
C -3.84 -1.37 2.76
C -3.04 -1.99 1.78
H -1.19 -5.72 -0.82
H 0.33 -4.86 -0.51
H -0.87 -4.17 -1.62
H -1.68 -5.78 1.53
H -1.70 -4.29 2.48
H -0.16 -4.96 1.88
H -3.23 -4.88 -0.03
H -2.90 -3.34 -0.83
H -5.23 -4.55 1.10
H -6.57 -3.38 2.82
H -5.66 -1.34 3.90
H -3.48 -0.47 3.25
O 6.54 1.46 -2.40
N 6.56 0.74 -1.42
O 7.54 0.49 -0.76
C 5.29 0.09 -1.02
C 5.41 -1.08 -0.37
C 4.26 -1.83 0.02
C 4.39 -3.05 0.70
C 3.26 -3.71 1.09
C 2.02 -3.12 0.79
N 1.86 -1.98 0.15
C 2.98 -1.33 -0.26
C 2.85 -0.07 -0.98
N 1.61 0.37 -1.24
C 1.47 1.53 -1.84
C 2.54 2.35 -2.21
C 3.81 1.91 -1.97
C 4.01 0.66 -1.35
H 6.40 -1.46 -0.15
H 5.38 -3.44 0.92
H 3.30 -4.65 1.62
H 1.11 -3.62 1.11
H 0.45 1.87 -2.03
H 2.36 3.31 -2.68
H 4.66 2.51 -2.25
N -3.65 -0.82 -4.64
C -2.25 -0.68 -4.07
C -2.16 -1.40 -2.73
N -0.95 -1.08 -1.98
H -3.74 -0.33 -5.54
H -4.34 -0.42 -4.00
H -3.90 -1.80 -4.79
H -2.09 0.39 -3.94
H -1.56 -1.07 -4.81
H -2.21 -2.48 -2.87
H -3.02 -1.12 -2.12
H -0.75 -0.09 -2.00
H -0.11 -1.53 -2.34
```

***

What should be chosen as the least stable of them? Choose version Q.

***

Version P
This record from the Open Molecules 2025 dataset describes a cluster of 2 separate species, C2H6 in total. The level of theory is wB97M-V/def2-TZVPD.

* HOMO-LUMO gap: 10.8 eV
* E_LUMO: 0.999 eV
* HOMO level: -0.3584 hartree
* net charge: 0

The geometry in XYZ format:
```
8
C2H6, DFT wB97M-V/def2-TZVPD
C 0.76 0.06 -0.05
C -0.69 0.25 -0.07
H 0.91 -0.63 0.79
H 1.29 -0.37 -0.89
H 1.15 1.05 0.08
H -1.07 -1.33 -0.09
H -1.41 0.69 -0.74
H -0.93 0.29 0.96
```

***

Version Q
This record from the Open Molecules 2025 dataset describes an isolated molecule of C2H6. The level of theory is wB97M-V/def2-TZVPD.

* HOMO-LUMO gap: 13.2 eV
* structure (SMILES): CC
* E_LUMO: 1.368 eV
* HOMO level: -0.4350 hartree
* net charge: 0

The geometry in XYZ format:
```
8
C2H6, DFT wB97M-V/def2-TZVPD
C -0.73 -0.05 -0.13
C 0.77 0.04 0.13
H -0.97 -0.82 -0.85
H -1.14 0.89 -0.48
H -1.29 -0.33 0.78
H 1.04 0.03 1.17
H 1.34 -0.77 -0.32
H 1.24 0.94 -0.28
```

***

What should be chosen as the least stable of them? Choose version P.

***

Version P
This record from the Open Molecules 2025 dataset describes a structure of composition C29H34N2O5. The level of theory is wB97M-V/def2-TZVPD.

* HOMO-LUMO gap: 8.2 eV
* E_LUMO: -0.228 eV
* HOMO level: -0.3097 hartree
* net charge: 0

The geometry in XYZ format:
```
70
C29H34N2O5, DFT wB97M-V/def2-TZVPD
C 6.22 -3.03 -2.03
C 5.69 -3.12 -0.66
C 4.72 -4.42 -0.50
O 3.68 -4.33 -1.28
C 2.76 -3.46 -1.01
C 1.72 -3.44 -1.69
C 0.71 -2.67 -1.26
C 0.43 -2.06 -0.28
C 1.53 -2.21 0.61
C 2.64 -2.86 0.38
H 3.34 -3.17 1.16
H 1.48 -1.78 1.57
C -0.63 -1.03 0.05
N -1.24 -1.42 1.61
C -1.12 -0.28 2.22
O -1.34 -0.24 3.62
C -0.45 0.92 1.48
C -0.28 0.31 0.28
C -0.06 1.13 -0.90
O 0.28 0.69 -1.91
C 0.33 2.48 -0.53
C 0.81 3.34 -1.18
C 0.91 4.72 -0.89
C 0.78 5.10 0.54
C 0.11 4.10 1.08
C 0.01 2.95 0.90
O -0.23 2.17 1.82
H -0.04 4.41 2.31
C 1.06 6.55 0.90
H 0.75 6.76 1.93
H 1.89 6.81 0.61
H 0.33 7.25 0.10
C 1.40 5.80 -1.94
H 2.49 6.30 -1.71
H 1.65 5.35 -2.96
H 0.56 6.51 -1.98
H 0.87 3.17 -2.51
C -1.70 -2.62 2.24
C -3.15 -2.90 1.37
C -4.07 -1.83 1.68
N -3.74 -0.44 0.83
C -4.31 -0.86 -0.40
C -3.89 0.39 -1.53
O -4.24 1.73 -1.00
C -3.81 1.73 0.21
C -4.26 0.88 1.23
H -3.66 1.01 2.22
H -5.26 0.95 1.42
H -4.28 2.77 0.58
H -2.67 1.75 0.23
H -4.55 0.35 -2.54
H -2.96 0.41 -1.72
H -4.27 -1.57 -1.13
H -5.46 -0.62 -0.46
H -5.12 -1.86 1.57
H -3.99 -1.34 2.83
H -2.98 -3.03 0.20
H -3.51 -3.81 1.84
H -1.94 -2.60 3.11
H -1.10 -3.31 2.01
H -1.54 -1.25 -0.60
H -0.30 -2.54 -1.99
H 1.61 -3.95 -2.71
H 5.55 -5.45 -0.85
H 4.76 -4.58 0.56
H 5.26 -2.28 -0.34
H 6.73 -3.28 0.01
H 6.72 -2.20 -2.08
H 5.53 -3.06 -2.74
H 6.86 -3.91 -2.02
```

***

Version Q
This record from the Open Molecules 2025 dataset describes an isolated molecule of C29H34N2O5. The level of theory is wB97M-V/def2-TZVPD.

* HOMO-LUMO gap: 8.3 eV
* structure (SMILES): CCCOc1ccc([C@@H]2c3c(oc4cc(C)c(C)cc4c3=O)C(=O)N2CCCN2CCOCC2)cc1
* E_LUMO: -0.070 eV
* HOMO level: -0.3076 hartree
* net charge: 0

The geometry in XYZ format:
```
70
C29H34N2O5, DFT wB97M-V/def2-TZVPD
C -8.82 -2.15 0.79
C -7.91 -1.60 -0.30
C -6.55 -1.20 0.26
O -5.77 -0.71 -0.81
C -4.51 -0.29 -0.57
C -3.88 -0.29 0.67
C -2.58 0.16 0.80
C -1.89 0.64 -0.30
C -2.50 0.64 -1.54
C -3.80 0.18 -1.68
H -4.29 0.17 -2.64
H -1.96 0.98 -2.41
C -0.46 1.12 -0.15
N -0.26 1.88 1.06
C 0.64 1.34 1.92
O 0.98 1.80 2.99
C 1.09 0.09 1.25
C 0.49 -0.02 0.04
C 0.80 -1.10 -0.88
O 0.32 -1.23 -1.99
C 1.82 -2.00 -0.31
C 2.27 -3.11 -1.04
C 3.22 -3.97 -0.55
C 3.76 -3.74 0.73
C 3.33 -2.66 1.47
C 2.36 -1.78 0.96
O 2.00 -0.73 1.76
H 3.73 -2.46 2.45
C 4.80 -4.66 1.29
H 5.67 -4.68 0.65
H 5.10 -4.34 2.28
H 4.41 -5.68 1.35
C 3.67 -5.14 -1.37
H 4.75 -5.08 -1.55
H 3.48 -6.08 -0.84
H 3.16 -5.16 -2.32
H 1.83 -3.25 -2.02
C -0.86 3.17 1.26
C -0.25 4.25 0.35
C 1.27 4.30 0.46
N 1.92 3.22 -0.27
C 2.07 3.53 -1.69
C 2.67 2.32 -2.41
O 3.93 1.99 -1.87
C 3.81 1.71 -0.50
C 3.22 2.88 0.28
H 3.10 2.60 1.32
H 3.92 3.74 0.21
H 4.82 1.48 -0.15
H 3.18 0.82 -0.37
H 2.84 2.55 -3.46
H 1.99 1.46 -2.32
H 1.09 3.76 -2.12
H 2.73 4.40 -1.84
H 1.64 5.28 0.12
H 1.54 4.20 1.52
H -0.54 4.06 -0.68
H -0.67 5.21 0.64
H -0.68 3.44 2.31
H -1.93 3.10 1.09
H -0.18 1.71 -1.02
H -2.11 0.15 1.77
H -4.40 -0.65 1.55
H -6.67 -0.43 1.03
H -6.06 -2.08 0.71
H -8.37 -0.73 -0.77
H -7.76 -2.36 -1.07
H -9.79 -2.42 0.38
H -8.99 -1.40 1.56
H -8.38 -3.02 1.26
```

***

What should be chosen as the least stable of them? Choose version P.

***

Version P
This record from the Open Molecules 2025 dataset describes a cluster of 2 separate species, C3H12N2 in total. The level of theory is wB97M-V/def2-TZVPD.

* HOMO-LUMO gap: 9.5 eV
* structure (SMILES): CNC.CN
* E_LUMO: 0.745 eV
* HOMO level: -0.3226 hartree
* net charge: 0

The geometry in XYZ format:
```
17
C3H12N2, DFT wB97M-V/def2-TZVPD
C 4.09 -0.45 0.27
N 3.39 -0.22 -1.05
H 3.55 -0.02 1.13
H 4.20 -1.51 0.37
H 5.13 0.05 0.25
H 3.28 0.74 -1.24
H 2.46 -0.67 -0.99
C -2.45 0.85 -0.78
N -2.46 -0.38 0.03
C -2.82 0.04 1.40
H -2.31 0.62 -1.79
H -1.72 1.59 -0.42
H -3.50 1.27 -0.63
H -1.60 -0.97 -0.13
H -3.79 0.43 1.26
H -2.97 -0.77 2.10
H -2.15 0.76 1.85
```

***

Version Q
This record from the Open Molecules 2025 dataset describes a cluster of 2 separate species, C3H12N2 in total. The level of theory is wB97M-V/def2-TZVPD.

* HOMO-LUMO gap: 10.1 eV
* structure (SMILES): CNC.CN
* E_LUMO: 1.040 eV
* HOMO level: -0.3317 hartree
* net charge: 0

The geometry in XYZ format:
```
17
C3H12N2, DFT wB97M-V/def2-TZVPD
C 2.37 0.60 -2.03
N 1.11 -0.11 -2.09
H 2.80 0.68 -1.03
H 2.35 1.60 -2.47
H 3.16 0.17 -2.66
H 0.72 -0.17 -1.15
H 0.40 0.42 -2.56
C -0.80 -1.34 0.98
N -1.03 0.08 0.82
C -1.67 0.63 2.02
H -0.12 -1.56 1.81
H -1.69 -1.95 1.19
H -0.32 -1.80 0.11
H -1.72 0.18 0.08
H -1.75 1.73 1.92
H -1.07 0.42 2.90
H -2.73 0.43 2.17
```

***

What should be chosen as the least stable of them? Choose version P.